A 12-piece molecular cluster, C29H52Cl22N2O5S overall at a distorted geometry. Source: the OMol25 dataset; level of theory: ωB97M-V/def2-TZVPD.

Geometry as ORCA input:
```
! RIJCOSX wB97M-V def2-TZVPD def2/J DEFGRID3
* xyz 0 1
N -1.36 1.61 -3.36
C -1.00 0.69 -3.93
O -0.68 -0.37 -4.61
C -1.33 -0.34 -5.90
C -2.80 -0.59 -6.01
N -3.03 -1.05 -7.16
C -4.48 -1.34 -7.59
O -4.67 -1.07 -8.76
O -5.20 -1.77 -6.68
C -1.86 -1.26 -8.00
C -0.68 -1.13 -7.02
C 0.66 -0.60 -7.52
S 0.66 1.05 -8.21
O 1.84 1.12 -9.01
O -0.57 1.30 -8.89
H -1.24 0.71 -6.21
H -3.55 -0.42 -5.25
H -1.97 -2.28 -8.37
H -1.88 -0.66 -8.90
H -0.45 -2.14 -6.67
H 1.33 -0.56 -6.65
H 1.14 -1.27 -8.22
H 0.80 1.92 -7.17
Cl -4.82 0.65 -3.51
C -6.03 -0.67 -3.47
C -7.28 -0.26 -2.75
Cl -7.00 -0.03 -1.01
H -5.56 -1.53 -3.00
H -6.25 -0.93 -4.51
H -8.04 -1.04 -2.85
H -7.69 0.67 -3.15
Cl -7.00 4.62 2.32
C -5.75 4.28 1.09
C -5.32 2.84 1.09
Cl -4.43 2.40 2.56
H -4.91 4.94 1.29
H -6.17 4.54 0.12
H -4.66 2.66 0.25
H -6.17 2.17 1.00
Cl -1.93 3.37 0.15
C -0.76 2.14 0.66
C 0.41 2.73 1.40
Cl 1.45 3.71 0.35
H -0.43 1.60 -0.23
H -1.29 1.44 1.31
H 1.03 1.94 1.81
H 0.07 3.36 2.22
Cl 4.19 1.73 1.33
C 4.78 2.15 2.96
C 4.04 1.45 4.07
Cl 2.36 2.01 4.25
H 4.71 3.23 3.07
H 5.83 1.87 2.99
H 4.54 1.65 5.02
H 4.01 0.37 3.92
Cl 8.45 0.21 0.80
C 7.88 -1.48 0.84
C 6.38 -1.57 0.87
Cl 5.71 -0.99 2.42
H 8.33 -1.97 1.70
H 8.26 -1.96 -0.06
H 6.07 -2.61 0.77
H 5.93 -0.99 0.08
Cl 3.78 -4.11 2.54
C 4.34 -3.73 4.20
C 3.57 -4.50 5.24
Cl 1.87 -3.96 5.35
H 4.25 -2.66 4.34
H 5.39 -4.00 4.24
H 4.02 -4.34 6.22
H 3.57 -5.56 5.03
Cl -0.22 -8.85 4.37
C 0.98 -7.57 4.07
C 2.29 -8.12 3.57
Cl 3.15 -9.05 4.82
H 1.11 -7.01 4.99
H 0.56 -6.91 3.32
H 2.94 -7.30 3.27
H 2.14 -8.77 2.71
Cl 3.46 2.21 7.43
C 2.07 3.32 7.38
C 1.56 3.65 8.76
Cl 0.80 2.24 9.55
H 1.30 2.87 6.77
H 2.40 4.23 6.89
H 0.80 4.43 8.69
H 2.36 4.01 9.41
Cl -3.62 6.50 3.20
C -4.66 7.17 4.49
C -4.91 8.64 4.30
Cl -3.45 9.62 4.56
H -4.18 6.97 5.44
H -5.60 6.63 4.45
H -5.65 8.98 5.03
H -5.29 8.86 3.30
Cl 13.59 -1.31 -2.80
C 12.15 -0.26 -2.77
C 11.61 -0.07 -1.38
Cl 10.90 -1.56 -0.72
H 11.41 -0.70 -3.43
H 12.45 0.70 -3.18
H 10.82 0.68 -1.39
H 12.38 0.27 -0.69
Cl -8.58 -3.38 -0.93
C -9.62 -4.43 -1.92
C -10.17 -3.72 -3.12
Cl -11.34 -2.45 -2.68
H -10.42 -4.81 -1.28
H -9.02 -5.27 -2.24
H -10.70 -4.42 -3.76
H -9.38 -3.25 -3.70
*
```

- F_max (eV/Å) = 3.090
- gap between HOMO and LUMO (eV) = 8.9
- LUMO level (eV) = -1.1

Atomic partial charges in e from the Löwdin method, atoms 1 to 2: 0.21 -0.34